The following is a quantum chemistry calculation of a structure of composition C32H85Li5N5O15, from OMol25.

Calculated total energy: -73722.168 eV
Lowest unoccupied orbital energy: -0.41442 hartree

```
! RIJCOSX wB97M-V def2-TZVPD def2/J DEFGRID3
* xyz 3 1
Li 13.31 13.66 15.18
Li 11.46 14.03 12.32
Li 16.19 13.29 15.49
Li 11.43 16.14 14.94
Li 14.25 11.88 13.33
O 12.21 15.71 13.16
C 13.60 15.71 12.78
C 14.73 15.25 13.73
O 15.02 13.83 13.88
H 13.87 16.73 12.49
H 13.63 15.06 11.90
H 14.72 15.68 14.74
H 15.62 15.69 13.28
C 6.82 16.26 9.11
O 8.22 16.08 9.10
C 8.88 16.87 8.13
C 10.37 16.71 8.35
N 11.10 17.26 7.22
C 12.45 17.74 7.52
C 13.30 16.70 8.22
O 14.60 17.15 8.53
C 15.34 16.13 9.13
H 6.38 15.53 9.78
H 6.41 16.12 8.10
H 6.51 17.27 9.41
H 8.58 17.93 8.14
H 8.64 16.41 7.16
H 10.65 15.66 8.47
H 10.64 17.18 9.30
H 10.62 17.99 6.71
H 12.31 18.59 8.21
H 12.95 18.04 6.61
H 13.46 15.82 7.57
H 12.76 16.29 9.09
H 14.80 15.74 10.01
H 16.26 16.60 9.49
H 15.59 15.32 8.45
C 22.41 13.73 18.08
O 21.30 14.24 17.38
C 21.32 15.63 17.17
C 20.07 16.05 16.41
N 18.97 16.34 17.30
C 17.77 16.73 16.61
C 16.49 16.75 17.41
O 16.36 17.90 18.20
C 15.55 17.80 19.32
H 22.44 12.64 18.00
H 22.28 13.95 19.14
H 23.40 14.10 17.78
H 22.20 15.96 16.61
H 21.35 16.13 18.14
H 19.79 15.22 15.74
H 20.33 16.91 15.77
H 19.22 17.02 18.01
H 17.66 16.08 15.73
H 17.86 17.75 16.21
H 16.34 15.82 17.97
H 15.66 16.83 16.67
H 15.13 18.77 19.61
H 16.06 17.31 20.16
H 14.61 17.24 19.17
C 24.54 15.49 14.97
O 23.42 15.29 14.13
C 23.06 13.95 13.97
C 21.93 13.84 12.96
N 20.76 14.65 13.33
C 20.11 15.25 12.17
C 18.93 16.12 12.61
O 19.36 17.40 13.03
C 18.32 18.31 13.18
H 24.28 15.27 16.01
H 24.89 16.51 14.92
H 25.32 14.78 14.68
H 22.73 13.51 14.92
H 23.88 13.32 13.60
H 21.64 12.79 12.94
H 22.32 14.14 11.98
H 21.09 15.39 13.92
H 19.86 14.62 11.32
H 20.82 15.91 11.64
H 18.36 15.66 13.43
H 18.30 16.24 11.72
H 17.39 17.84 13.54
H 18.03 18.85 12.28
H 18.53 19.05 13.96
C 12.91 13.03 9.51
O 11.90 13.36 10.45
C 10.58 13.04 9.96
C 9.52 13.13 11.04
N 9.43 14.34 11.84
C 8.53 14.25 12.99
C 7.04 14.34 12.64
O 6.55 13.20 11.97
C 6.62 11.98 12.68
H 13.11 11.96 9.48
H 13.82 13.54 9.84
H 12.78 13.39 8.49
H 10.56 12.06 9.49
H 10.33 13.73 9.15
H 9.53 12.22 11.66
H 8.55 12.93 10.55
H 9.27 15.18 11.29
H 8.69 15.13 13.63
H 8.79 13.39 13.60
H 6.92 15.12 11.88
H 6.47 14.57 13.54
H 7.54 11.43 12.45
H 5.84 11.32 12.29
H 6.43 12.09 13.75
C 15.82 21.99 11.86
O 14.80 21.05 11.93
C 14.68 20.26 10.77
C 13.50 19.30 10.82
N 12.27 19.78 10.21
C 11.76 20.99 10.85
C 10.43 21.44 10.26
O 10.68 21.87 8.93
C 9.49 22.29 8.32
H 15.82 22.57 12.78
H 15.67 22.71 11.04
H 16.83 21.59 11.69
H 15.63 19.70 10.68
H 14.64 20.83 9.84
H 13.29 19.03 11.87
H 13.80 18.34 10.40
H 12.42 20.02 9.23
H 12.50 21.80 10.82
H 11.56 20.78 11.90
H 9.99 22.21 10.88
H 9.76 20.57 10.24
H 8.72 21.51 8.34
H 9.70 22.60 7.30
H 8.99 23.16 8.77
O 16.92 14.17 11.24
H 17.60 13.54 11.52
H 16.29 14.21 11.97
O 10.52 17.52 11.53
H 11.21 18.14 11.24
H 10.95 16.94 12.15
O 17.27 11.99 14.27
H 17.19 12.19 13.33
H 17.78 11.16 14.31
*
```

Results of the Mulliken charge analysis, in e, for atoms 1 through 2: Li 0.9361; Li 0.9234


The following is a quantum chemistry calculation of a structure of composition C32H85LiO11, from OMol25.

ΔE to the lowest compared entry with this formula, charge and spin: 830.10 kJ/mol
Calculated total energy: -57283.267 eV
Lowest unoccupied orbital energy: -0.07448 hartree

```
! RIJCOSX wB97M-V def2-TZVPD def2/J DEFGRID3
* xyz 0 1
Li 3.96 -3.15 -1.43
C -0.77 -1.30 0.17
C 0.02 -0.43 -0.79
O 1.40 -0.64 -0.91
H -1.85 -1.15 0.18
H -0.41 -1.24 1.20
H -0.63 -2.35 -0.11
H -0.17 0.56 -0.39
H -0.55 -0.55 -1.71
C -5.84 1.94 -2.57
C -6.73 3.07 -2.88
C -6.55 4.28 -2.05
O -6.56 3.41 -4.27
H -5.86 1.21 -3.38
H -5.97 1.50 -1.58
H -4.80 2.27 -2.63
H -7.73 2.72 -2.62
H -7.33 4.98 -2.33
H -5.59 4.72 -2.31
H -6.70 4.14 -0.98
H -6.76 2.61 -4.76
C 8.15 -4.73 2.20
C 7.54 -3.33 2.51
C 8.60 -2.21 2.15
O 6.47 -3.10 1.61
H 8.41 -4.82 1.15
H 7.40 -5.45 2.53
H 9.07 -4.86 2.77
H 7.17 -3.25 3.53
H 8.86 -2.28 1.10
H 9.48 -2.35 2.78
H 8.24 -1.20 2.35
H 6.16 -2.23 1.89
C 6.42 4.08 -4.72
C 6.19 2.85 -3.82
C 7.32 2.62 -2.74
O 4.97 3.03 -3.15
H 5.91 3.92 -5.67
H 7.46 4.18 -5.03
H 6.15 5.01 -4.23
H 6.03 1.99 -4.47
H 7.11 1.72 -2.15
H 7.34 3.47 -2.06
H 8.22 2.31 -3.27
H 4.84 2.14 -2.80
C -5.45 -3.47 3.64
C -6.07 -4.62 4.45
C -6.33 -5.93 3.76
O -5.27 -4.76 5.57
H -4.50 -3.87 3.30
H -5.17 -2.59 4.22
H -6.08 -3.25 2.77
H -7.05 -4.20 4.71
H -6.88 -5.81 2.82
H -6.98 -6.58 4.36
H -5.44 -6.52 3.56
H -5.17 -3.96 6.08
C 0.33 6.34 -0.90
C 0.00 6.82 -2.33
C -0.77 8.16 -2.40
O 1.29 6.94 -2.92
H 1.09 5.55 -0.87
H -0.52 5.92 -0.36
H 0.59 7.23 -0.33
H -0.44 6.00 -2.91
H -1.81 8.11 -2.05
H -0.80 8.46 -3.45
H -0.25 8.96 -1.88
H 1.74 6.10 -2.80
C -3.69 -4.71 -3.68
C -3.41 -3.68 -4.77
C -2.20 -3.98 -5.68
O -4.66 -3.58 -5.46
H -2.85 -4.84 -3.00
H -4.03 -5.62 -4.18
H -4.55 -4.41 -3.08
H -3.28 -2.75 -4.22
H -2.35 -4.97 -6.12
H -1.27 -3.97 -5.12
H -2.21 -3.28 -6.52
H -4.79 -4.45 -5.84
C 1.77 0.18 -8.63
C 1.83 0.90 -7.24
C 0.57 1.73 -6.94
O 2.00 -0.16 -6.30
H 0.83 -0.37 -8.68
H 2.62 -0.50 -8.74
H 1.69 1.00 -9.35
H 2.67 1.60 -7.28
H 0.70 2.30 -6.02
H -0.24 1.06 -6.65
H 0.27 2.42 -7.73
H 1.81 0.17 -5.42
C 0.08 -5.78 4.37
C 1.59 -5.75 4.21
C 2.25 -5.75 5.59
O 1.98 -6.91 3.54
H -0.38 -6.03 3.41
H -0.28 -4.81 4.72
H -0.34 -6.44 5.13
H 2.02 -4.93 3.63
H 2.26 -4.76 6.07
H 3.31 -6.01 5.60
H 1.77 -6.38 6.33
H 2.02 -7.70 4.08
C -4.37 4.32 6.22
C -5.30 3.58 5.23
C -4.62 3.11 3.93
O -5.84 2.46 5.96
H -3.39 3.90 6.46
H -4.78 4.41 7.22
H -4.19 5.33 5.88
H -6.07 4.31 4.99
H -3.65 2.69 4.18
H -4.50 3.92 3.22
H -5.14 2.35 3.36
H -6.49 2.01 5.42
C 3.96 0.86 5.67
C 3.07 0.88 4.42
C 2.10 2.06 4.33
O 3.88 0.94 3.24
H 4.54 1.78 5.74
H 4.64 0.01 5.75
H 3.28 0.89 6.52
H 2.40 0.02 4.37
H 1.43 2.11 3.47
H 2.64 3.01 4.34
H 1.44 2.07 5.19
H 3.28 0.95 2.49
*
```

Results of the Mulliken charge analysis, in e, for atoms 1 through 2: Li 0.8696; C -0.8629


The following is a quantum chemistry calculation of a structure of composition C32H85LiO11, from OMol25.

ΔE to the lowest compared entry with this formula, charge and spin: 942.13 kJ/mol
Calculated total energy: -57282.105 eV
Lowest unoccupied orbital energy: -0.08133 hartree

```
! RIJCOSX wB97M-V def2-TZVPD def2/J DEFGRID3
* xyz 0 1
Li -3.25 -26.34 9.30
C 2.77 -24.45 7.92
C 1.42 -25.20 7.98
O 0.65 -25.11 9.17
H 3.32 -24.66 8.84
H 2.57 -23.38 7.91
H 3.45 -24.70 7.10
H 1.51 -26.26 7.74
H 0.86 -24.88 7.11
C 8.22 -21.52 12.44
C 9.28 -22.32 13.22
C 10.44 -22.61 12.34
O 9.82 -21.59 14.30
H 8.54 -20.54 12.09
H 7.28 -21.41 12.99
H 8.00 -22.02 11.50
H 8.86 -23.25 13.60
H 10.01 -23.21 11.54
H 11.20 -23.09 12.95
H 10.82 -21.66 11.97
H 9.93 -22.20 15.03
C 5.82 -16.83 7.83
C 6.03 -15.35 7.94
C 7.23 -14.88 8.84
O 6.18 -14.83 6.66
H 4.98 -17.17 7.23
H 5.62 -17.17 8.84
H 6.71 -17.29 7.41
H 5.08 -14.96 8.32
H 7.14 -13.80 8.95
H 8.14 -15.16 8.32
H 7.28 -15.32 9.83
H 7.09 -14.97 6.42
C -1.42 -19.38 5.18
C -2.68 -18.61 5.69
C -3.64 -18.28 4.49
O -3.34 -19.36 6.66
H -0.93 -18.62 4.57
H -1.61 -20.22 4.52
H -0.79 -19.74 6.00
H -2.29 -17.79 6.29
H -3.17 -17.88 3.59
H -4.46 -17.71 4.93
H -4.11 -19.22 4.20
H -2.73 -19.54 7.37
C 6.35 -31.15 11.50
C 5.81 -32.08 10.45
C 4.70 -31.38 9.65
O 6.86 -32.47 9.60
H 7.34 -31.50 11.82
H 5.62 -31.15 12.31
H 6.51 -30.13 11.16
H 5.46 -33.02 10.89
H 5.10 -30.60 9.01
H 3.92 -30.90 10.24
H 4.28 -32.17 9.03
H 6.48 -33.03 8.91
C 5.85 -24.92 1.71
C 5.76 -23.41 1.62
C 6.80 -22.54 2.36
O 5.94 -23.04 0.23
H 5.00 -25.36 1.18
H 5.78 -25.20 2.76
H 6.80 -25.26 1.31
H 4.80 -23.00 1.93
H 7.81 -22.97 2.34
H 6.60 -22.44 3.43
H 6.94 -21.51 2.05
H 5.39 -23.68 -0.23
C 0.67 -27.98 15.34
C 1.13 -26.50 15.31
C 2.54 -26.18 14.76
O 0.15 -25.94 14.60
H -0.23 -28.21 15.90
H 1.51 -28.50 15.81
H 0.61 -28.36 14.31
H 1.11 -26.12 16.33
H 3.32 -26.90 15.02
H 2.84 -25.14 14.89
H 2.42 -26.36 13.69
H 0.39 -25.93 13.67
C 9.49 -29.91 5.35
C 10.21 -29.00 6.32
C 9.54 -27.59 6.42
O 10.36 -29.61 7.56
H 9.74 -30.96 5.45
H 9.48 -29.50 4.34
H 8.46 -29.83 5.70
H 11.18 -28.86 5.84
H 10.20 -26.97 7.02
H 8.54 -27.68 6.87
H 9.60 -27.12 5.45
H 9.59 -30.12 7.80
C 0.60 -18.00 11.23
C 0.72 -19.49 11.64
C 0.52 -19.66 13.17
O -0.35 -20.21 10.99
H 0.87 -17.90 10.18
H 1.39 -17.39 11.65
H -0.32 -17.43 11.38
H 1.69 -19.87 11.34
H 0.81 -20.61 13.62
H -0.53 -19.44 13.41
H 1.08 -18.96 13.78
H -0.16 -21.14 11.16
C -2.94 -27.99 0.12
C -2.15 -26.87 -0.47
C -1.52 -25.98 0.64
O -1.18 -27.44 -1.29
H -3.39 -28.71 -0.57
H -3.79 -27.59 0.67
H -2.36 -28.57 0.84
H -2.84 -26.32 -1.11
H -0.64 -25.47 0.24
H -1.01 -26.56 1.41
H -2.26 -25.29 1.04
H -1.57 -27.79 -2.09
C -2.24 -31.37 8.91
C -2.58 -30.92 7.49
C -3.03 -32.12 6.64
O -3.66 -29.99 7.67
H -3.15 -31.74 9.40
H -1.93 -30.54 9.54
H -1.46 -32.13 8.93
H -1.72 -30.42 7.05
H -3.86 -32.68 7.05
H -2.31 -32.92 6.46
H -3.35 -31.70 5.69
H -4.44 -30.53 7.78
*
```

Results of the Mulliken charge analysis, in e, for atoms 1 through 2: Li 0.8544; C -0.8510


What E_HOMO values result from the calculations? In sequence: -13.653; -6.169; -5.845 eV.
What max |F| values result from the calculations? In sequence: 3.20; 2.63; 4.36 eV/A.